# 1
The following is a quantum chemistry calculation of 12 unconnected molecules or ions with the total composition C52H132F10N10O25P2S10, from the Open Molecules 2025 dataset.

Last column: Mulliken charge in e.
CARTESIAN COORDINATES (ANGSTROEM)
C1 0.659 -1.941 -6.372  -0.757
C2 1.931 -1.403 -7.093  0.257
C3 2.336 -0.073 -6.488  -1.092
O1 2.436 -0.088 -5.050  0.409
C4 2.889 1.215 -4.515  -0.908
N1 3.085 -2.456 -6.928  0.038
H1 3.998 -2.098 -7.170  0.451
H2 3.229 -2.752 -5.973  -0.252
H3 2.939 -3.314 -7.443  0.445
H4 0.940 -2.301 -5.382  -0.190
H5 0.214 -2.827 -6.824  0.467
H6 -0.142 -1.209 -6.273  0.303
H7 1.723 -1.300 -8.158  0.358
H8 1.519 0.630 -6.651  0.477
H9 3.262 0.304 -6.922  0.378
H10 2.346 2.000 -5.042  0.385
H11 3.955 1.394 -4.654  0.351
H12 2.459 1.332 -3.520  0.094
C5 -0.026 6.438 -4.269  -1.456
C6 -0.843 5.324 -5.000  0.108
C7 -0.962 3.935 -4.432  0.206
O2 -1.787 3.163 -5.292  -0.538
C8 -1.995 1.851 -4.816  -0.268
N2 -2.214 5.872 -5.149  -0.271
H13 -2.242 6.675 -5.760  0.367
H14 -2.755 5.151 -5.605  0.340
H15 -2.704 6.095 -4.294  0.323
H16 -0.118 7.502 -4.489  0.469
H17 1.039 6.390 -4.496  0.390
H18 -0.211 6.491 -3.197  0.318
H19 -0.591 5.288 -6.060  0.349
H20 -1.519 3.950 -3.495  0.128
H21 0.075 3.599 -4.397  0.040
H22 -1.117 1.228 -4.991  0.062
H23 -2.786 1.337 -5.363  0.361
H24 -2.125 1.778 -3.737  0.134
C9 3.042 -0.948 -1.851  -0.685
C10 2.609 -2.173 -2.618  1.845
C11 3.822 -2.739 -3.324  -1.125
O3 3.394 -3.966 -3.982  -0.125
C12 4.441 -4.726 -4.665  -0.965
N3 2.112 -3.259 -1.683  1.577
H25 1.281 -2.910 -1.227  -0.541
H26 2.015 -4.088 -2.252  0.537
H27 2.831 -3.474 -1.007  0.621
H28 3.775 -1.260 -1.106  -0.325
H29 2.223 -0.407 -1.378  0.024
H30 3.633 -0.289 -2.486  0.404
H31 1.795 -1.973 -3.314  -0.942
H32 4.596 -2.969 -2.590  0.122
H33 4.240 -2.036 -4.044  0.477
H34 5.218 -5.061 -3.977  0.277
H35 5.019 -4.011 -5.250  0.399
H36 4.103 -5.569 -5.267  0.253
C13 -0.200 -6.260 0.469  -1.146
C14 -1.591 -5.563 0.810  0.568
C15 -1.653 -4.956 2.291  -0.071
O4 -1.272 -5.955 3.137  -0.449
C16 -0.837 -5.591 4.405  -0.659
N4 -1.949 -4.432 -0.134  2.975
H37 -1.342 -3.626 -0.097  -0.282
H38 -2.012 -4.791 -1.076  -0.260
H39 -2.907 -4.113 -0.129  -0.199
H40 0.584 -5.503 0.434  0.087
H41 -0.258 -6.609 -0.562  0.222
H42 0.082 -7.111 1.088  0.423
H43 -2.426 -6.254 0.695  0.497
H44 -2.663 -4.632 2.541  0.118
H45 -1.066 -4.044 2.400  0.025
H46 -0.461 -6.438 4.978  0.324
H47 -1.628 -5.130 4.996  0.282
H48 0.080 -5.018 4.266  0.275
C17 -5.982 -5.016 -3.002  -1.463
C18 -5.181 -3.902 -3.557  0.504
C19 -6.023 -2.614 -3.684  -0.592
O5 -5.317 -1.720 -4.616  -0.443
C20 -5.738 -0.340 -4.485  -0.506
N5 -3.961 -3.663 -2.672  2.373
H49 -3.472 -2.787 -2.787  0.185
H50 -4.212 -3.540 -1.701  -0.959
H51 -3.368 -4.478 -2.612  -0.323
H52 -6.672 -5.184 -3.829  0.556
H53 -6.558 -4.768 -2.110  0.292
H54 -5.385 -5.925 -2.922  0.304
H55 -4.741 -4.240 -4.496  0.463
H56 -6.206 -2.074 -2.756  0.092
H57 -7.044 -2.656 -4.064  0.600
H58 -5.269 0.209 -5.302  0.286
H59 -5.321 0.006 -3.539  0.035
H60 -6.823 -0.245 -4.440  0.381
C21 -6.719 6.129 5.170  -1.233
C22 -6.919 4.567 4.767  -0.263
C23 -6.644 4.446 3.220  -1.018
C24 -5.205 4.391 2.731  -1.227
P1 -4.290 2.855 2.972  0.486
C25 -3.856 2.634 4.697  -0.202
C26 -3.279 3.882 5.422  -0.297
C27 -3.620 4.062 6.920  -0.407
C28 -3.564 5.429 7.512  -1.511
C29 -5.399 1.396 2.311  -0.914
C30 -6.352 1.516 1.058  -1.210
C31 -5.778 1.891 -0.280  0.900
C32 -6.754 1.525 -1.369  -1.388
C33 -2.910 2.928 1.876  0.408
C34 -1.932 4.078 1.976  -0.770
C35 -0.769 4.101 0.984  -0.331
C36 -0.932 3.314 -0.294  -0.850
H61 -5.667 6.407 5.120  0.208
H62 -6.747 6.276 6.250  0.403
H63 -7.342 6.816 4.597  0.364
H64 -7.966 4.274 4.850  0.455
H65 -6.305 3.837 5.294  0.104
H66 -7.008 5.319 2.677  0.604
H67 -7.257 3.631 2.836  -0.026
H68 -4.822 5.371 3.018  0.895
H69 -5.175 4.500 1.647  0.538
H70 -3.118 1.834 4.754  -0.401
H71 -4.813 2.263 5.062  0.825
H72 -3.709 4.725 4.882  0.162
H73 -2.194 3.989 5.443  0.361
H74 -3.003 3.393 7.521  0.415
H75 -4.613 3.694 7.179  0.407
H76 -3.854 6.235 6.838  0.299
H77 -2.524 5.612 7.783  0.392
H78 -4.100 5.525 8.457  0.364
H79 -6.168 1.195 3.057  0.765
H80 -4.738 0.538 2.185  0.309
H81 -7.220 2.130 1.300  0.407
H82 -6.839 0.544 0.986  0.512
H83 -4.791 1.428 -0.288  -0.417
H84 -5.582 2.958 -0.380  0.259
H85 -7.783 1.839 -1.193  0.439
H86 -6.659 0.489 -1.692  0.035
H87 -6.496 2.222 -2.166  0.470
H88 -3.307 2.954 0.861  0.141
H89 -2.431 1.952 1.947  -0.227
H90 -1.478 4.177 2.962  0.099
H91 -2.423 5.038 1.820  0.399
H92 0.095 3.665 1.487  -0.022
H93 -0.553 5.132 0.703  0.384
H94 -1.017 2.234 -0.172  -0.064
H95 -0.037 3.411 -0.909  0.588
H96 -1.825 3.648 -0.822  0.351
C37 2.219 -0.006 3.769  -1.110
C38 2.279 1.371 3.204  -0.012
C39 3.282 1.421 2.059  0.226
C40 4.674 1.202 2.747  -0.915
P2 6.031 1.898 1.801  0.040
C41 7.747 1.400 2.428  -1.363
C42 7.936 -0.104 2.226  0.513
C43 9.226 -0.398 2.961  -0.561
C44 9.617 -1.870 2.818  -1.380
C45 5.894 3.724 1.682  -1.034
C46 5.537 4.363 3.071  -0.294
C47 5.142 5.814 2.948  -0.719
C48 4.749 6.433 4.327  -1.251
C49 5.936 1.130 0.104  0.118
C50 7.095 1.545 -0.823  -1.160
C51 7.261 0.687 -2.172  -0.549
C52 7.392 -0.830 -2.039  -0.712
H97 3.132 -0.373 4.238  0.403
H98 2.089 -0.778 3.011  0.061
H99 1.432 -0.013 4.523  0.209
H100 2.503 2.165 3.916  0.697
H101 1.246 1.556 2.911  -0.492
H102 3.188 2.430 1.657  0.254
H103 2.988 0.801 1.212  -0.347
H104 4.860 0.153 2.975  0.694
H105 4.764 1.716 3.704  0.832
H106 7.787 1.611 3.497  0.722
H107 8.389 1.972 1.758  0.617
H108 8.038 -0.521 1.225  -0.162
H109 7.090 -0.648 2.646  0.098
H110 8.986 -0.160 3.997  0.393
H111 9.978 0.261 2.528  0.327
H112 9.896 -2.086 1.786  0.350
H113 8.880 -2.607 3.137  0.320
H114 10.392 -2.028 3.568  0.415
H115 5.047 3.919 1.024  0.516
H116 6.829 4.133 1.300  0.758
H117 6.473 4.308 3.627  0.337
H118 4.691 3.852 3.530  0.056
H119 4.320 5.950 2.245  0.356
H120 5.914 6.387 2.436  0.421
H121 5.299 6.122 5.215  0.345
H122 3.692 6.311 4.564  0.313
H123 4.880 7.503 4.163  0.381
H124 4.985 1.419 -0.345  0.889
H125 5.856 0.054 0.253  -0.476
H126 8.011 1.398 -0.250  0.328
H127 7.170 2.624 -0.955  0.487
H128 8.161 1.119 -2.609  0.462
H129 6.505 0.985 -2.899  0.098
H130 7.641 -1.323 -2.979  0.495
H131 6.484 -1.258 -1.614  -0.134
H132 8.176 -1.104 -1.333  0.260
N6 4.179 -3.729 0.018  -0.257
S1 5.705 -4.398 0.031  0.750
O6 6.063 -5.335 1.067  -0.553
O7 6.765 -3.567 -0.558  -0.552
F1 5.499 -5.427 -1.183  -0.309
S2 4.318 -3.134 1.428  0.773
O8 5.151 -1.967 1.694  -0.424
O9 4.083 -4.073 2.537  -0.674
F2 2.861 -2.457 1.333  -0.307
N7 -2.105 -5.842 -2.618  -0.290
S3 -0.951 -5.633 -3.839  0.680
O10 -1.017 -6.305 -5.140  -0.575
O11 0.400 -5.440 -3.300  -0.516
F3 -1.385 -4.154 -4.285  -0.281
S4 -2.304 -7.291 -2.818  0.740
O12 -1.120 -8.176 -2.913  -0.570
O13 -3.528 -7.716 -3.551  -0.681
F4 -2.829 -7.581 -1.305  -0.276
N8 -4.508 -3.588 0.093  -0.664
S5 -5.201 -2.398 0.630  0.521
O14 -5.310 -2.144 2.063  -0.610
O15 -6.398 -2.028 -0.088  -0.811
F5 -4.203 -1.228 0.244  0.232
S6 -5.583 -4.670 0.930  0.896
O16 -6.975 -4.831 0.474  -0.593
O17 -5.212 -5.148 2.291  -0.590
F6 -5.057 -5.964 0.109  -0.257
N9 -2.921 -0.681 5.364  -0.315
S7 -1.783 -0.903 4.386  0.285
O18 -0.911 -1.980 4.640  -0.508
O19 -1.332 0.244 3.646  0.314
F7 -2.635 -1.674 3.228  -0.233
S8 -1.894 -0.161 6.677  1.149
O20 -1.326 1.172 6.519  -0.590
O21 -1.157 -1.227 7.375  -0.561
F8 -3.106 0.224 7.703  -0.307
N10 -0.331 -2.069 -0.791  -0.646
S9 -1.055 -1.095 -1.687  -0.599
O22 -0.477 0.208 -1.999  -0.490
O23 -2.468 -1.234 -1.622  -0.333
F9 -0.721 -1.832 -3.092  -0.271
S10 -0.298 -0.902 0.413  -0.375
O24 -1.535 -0.294 0.907  0.368
O25 0.801 0.060 0.490  0.145
F10 0.157 -2.013 1.538  -0.527

The value obtained for the LUMO energy is -5.053 eV. Its charge is +2. As for the strongest force on any atom: 13.62 eV/Å.

---

# 2
The following is a quantum chemistry calculation of a gas-phase ion, C4H7N2 (charge +1), from the Open Molecules 2025 dataset.

Last column: natural (NBO) charge in e.
CARTESIAN COORDINATES (ANGSTROEM)
C1 -0.692 0.483 0.247  -0.615
C2 0.614 -0.255 -0.421  -0.062
C3 2.131 0.241 -0.155  -0.183
C4 -2.094 0.025 0.094  0.720
N1 1.612 -0.983 0.334  -0.583
N2 -3.219 -0.241 -0.082  -0.430
H1 -0.491 0.772 1.319  0.311
H2 -0.670 1.470 -0.342  0.326
H3 0.335 -0.660 -1.465  0.223
H4 2.792 0.003 -0.955  0.225
H5 1.522 -1.185 1.264  0.380
H6 -4.043 -0.738 -0.266  0.492
H7 2.203 1.068 0.427  0.196

The value obtained for the LUMO energy is -4.887 eV. Its charge is +1. As for the strongest force on any atom: 5.16 eV/Å. The structure (SMILES) is [NH+]#CC[C@H]1CN1.